{"formula": "C20H20FN3O7ReSbSe4", "method": "ωB97M-V/def2-TZVPD", "charge": 2, "e_tot_ev": -312628.087, "e_above_lowest_kcal_mol": 0.0, "homo_lumo_gap_ev": 6.74, "symbols": ["Re", "C", "C", "C", "C", "C", "C", "C", "F", "C", "C", "C", "O", "C", "C", "N", "C", "C", "O", "O", "H", "H", "H", "H", "H", "H", "H", "H", "H", "H", "H", "Se", "Sb", "Se", "Se", "Se", "N", "C", "C", "O", "O", "H", "H", "H", "H", "H", "O", "C", "C", "C", "C", "O", "N", "H", "H", "H", "H"], "xyz": [[2.05270, -1.50610, -0.33956], [-3.92155, 3.10318, 1.09238], [-2.55029, 3.74801, 0.95414], [-2.25392, 4.81851, 1.99076], [-2.21722, 4.21822, 3.38743], [-1.27881, 3.04334, 3.43620], [-0.69218, 2.65857, 4.61772], [0.20285, 1.58756, 4.65472], [0.76916, 1.27810, 5.81701], [0.52596, 0.87142, 3.53868], [-0.07309, 1.22651, 2.31680], [0.23015, 0.49458, 1.11865], [0.86366, -0.64062, 1.21375], [-0.24957, 1.00056, -0.09006], [-1.13921, 2.06129, -0.06740], [-1.49898, 2.68651, 1.03826], [-0.95935, 2.31932, 2.26374], [0.10019, 0.40087, -1.40316], [-0.66525, 0.40976, -2.33818], [1.33058, -0.09015, -1.50554], [-4.69217, 3.87242, 1.05423], [-4.01965, 2.56381, 2.03472], [-4.10474, 2.39977, 0.27992], [-2.44129, 4.17620, -0.04204], [-3.02002, 5.58964, 1.92163], [-1.29651, 5.29073, 1.75957], [-3.21595, 3.89223, 3.68892], [-1.90378, 4.96238, 4.11846], [-0.89696, 3.19787, 5.53412], [1.26802, 0.08773, 3.58892], [-1.58422, 2.40542, -0.99276], [0.77458, -4.45238, 2.18115], [-0.67042, -2.22478, 2.67486], [4.04883, -1.35413, 0.51791], [2.03730, -3.92058, 0.35142], [-2.35531, -2.23403, 1.08153], [-1.40690, -2.43408, -3.01802], [-1.11872, -3.72233, -2.32926], [-0.00045, -3.44772, -1.35445], [0.72922, -4.43185, -0.97731], [0.14767, -2.29123, -0.96050], [-0.52709, -2.09765, -3.44214], [-1.70311, -1.69343, -2.37185], [-2.11384, -2.53975, -3.74642], [-0.77107, -4.43424, -3.07658], [-2.00467, -4.10413, -1.82570], [5.17553, -1.94405, -1.32363], [4.39003, -2.15361, -2.25042], [4.82471, -2.48679, -3.64978], [3.51037, -2.60372, -4.40982], [2.45803, -2.40683, -3.34999], [1.25482, -2.52310, -3.53584], [3.02380, -2.11585, -2.12870], [5.40776, -3.40734, -3.62408], [5.48468, -1.69891, -4.00999], [3.35721, -3.56821, -4.89125], [3.37851, -1.83693, -5.17315]], "forces_ev_per_a": [[-0.106, -0.420, -0.331], [0.003, -0.010, 0.000], [0.012, 0.003, -0.006], [0.000, 0.010, 0.008], [-0.010, -0.015, -0.007], [-0.004, -0.001, -0.001], [-0.005, -0.006, -0.005], [-0.001, 0.007, -0.008], [-0.003, 0.001, 0.004], [0.009, -0.028, -0.003], [0.029, 0.014, 0.037], [-0.055, 0.001, -0.139], [0.063, -0.033, 0.250], [0.014, -0.123, 0.134], [-0.011, 0.067, -0.015], [-0.005, -0.009, -0.039], [-0.001, 0.027, 0.024], [0.441, 0.105, 0.062], [-0.244, -0.123, -0.105], [-0.131, 0.146, 0.079], [0.002, -0.001, 0.000], [-0.006, 0.003, 0.002], [0.000, -0.002, 0.000], [-0.007, -0.001, 0.001], [0.001, 0.001, -0.002], [-0.002, 0.001, 0.002], [0.000, 0.009, 0.009], [0.010, 0.002, -0.006], [0.003, 0.000, 0.002], [-0.015, -0.014, -0.010], [-0.008, -0.006, 0.002], [0.148, 0.191, -0.061], [-0.011, -0.008, -0.015], [0.461, 0.130, 0.199], [-0.110, 0.209, 0.101], [-0.180, 0.019, 0.005], [-0.256, 0.085, 0.009], [0.353, -0.023, -0.261], [-0.229, 0.044, 0.020], [0.059, -0.144, -0.149], [-0.247, -0.047, -0.015], [0.251, 0.039, -0.059], [0.034, -0.027, 0.021], [-0.011, -0.032, 0.032], [-0.078, -0.045, 0.063], [0.003, 0.040, 0.104], [-0.056, -0.010, 0.016], [-0.096, 0.017, 0.005], [0.009, 0.008, -0.004], [0.037, 0.023, 0.040], [-0.242, -0.076, -0.128], [-0.015, -0.069, 0.008], [0.189, 0.074, 0.143], [-0.006, -0.003, -0.019], [0.004, 0.000, 0.002], [0.002, -0.003, 0.004], [0.013, 0.008, -0.002]]}